1.
This record from the OMol25 dataset describes a 2-piece molecular cluster, C21H19N5O5S overall in a non-equilibrium geometry. The level of theory is the ωB97M-V functional and the def2-TZVPD basis.

Properties
Relative energy (zero: lowest compared OMol25 entry of this formula, charge and spin) = 0.194 eV
Frontier orbital gap = 0.1413 hartree
Multiplicity = 1

Each line ends with the Löwdin charge.
CARTESIAN COORDINATES (ANGSTROEM)
S: 2.09 1.52 0.79  1.17
O: -4.09 -1.56 3.19  0.04
O: 2.43 -2.46 3.40  0.06
O: 2.00 -0.49 2.55  -0.04
O: 1.49 -0.98 -0.32  -0.18
O: -3.22 0.49 2.47  0.09
N: -3.63 -2.87 3.35  0.15
N: -3.04 -0.70 2.64  -0.13
N: 0.89 2.27 -1.34  -0.09
N: -2.06 -6.00 4.40  0.18
N: 1.65 -1.67 2.82  -0.30
C: 0.32 -2.13 2.56  -0.12
C: 1.47 -2.41 -0.68  -0.04
C: 2.33 3.11 0.21  -0.54
C: -0.48 -1.21 -2.76  -0.05
C: -0.63 -1.18 2.15  0.13
C: -0.03 -3.38 3.16  0.09
C: -0.63 -0.44 -1.57  -0.20
C: 3.41 3.97 0.77  -0.10
C: -1.95 -1.54 2.41  -0.08
C: 0.52 -0.11 -0.73  -0.32
C: -2.36 -2.81 2.91  -0.18
C: -2.71 -0.55 -3.50  -0.10
C: -1.77 -4.95 3.97  -0.16
C: 1.80 4.59 -1.78  -0.03
C: 0.10 2.26 -2.56  0.00
C: -1.53 -1.29 -3.68  -0.09
C: -1.36 -3.75 3.32  -0.15
C: 1.60 3.38 -0.91  -0.30
C: -2.88 0.20 -2.33  -0.09
C: -1.85 0.27 -1.39  -0.07
C: 0.95 1.20 -0.49  -0.41
H: 3.44 4.99 0.36  0.07
H: -3.51 -0.61 -4.24  0.10
H: -0.34 -0.17 1.88  0.13
H: 2.33 5.36 -1.21  0.07
H: 0.74 -3.99 3.65  0.14
H: 0.40 3.11 -3.17  0.08
H: 2.02 -2.60 -1.63  0.10
H: 4.40 3.50 0.55  0.09
H: 2.00 -2.89 0.15  0.09
H: 0.24 1.36 -3.16  0.11
H: 0.47 -1.73 -2.97  0.11
H: -1.40 -1.84 -4.61  0.10
H: -1.96 0.87 -0.48  0.12
H: 2.45 4.35 -2.63  0.10
H: -0.97 2.37 -2.32  0.09
H: 0.43 -2.75 -0.75  0.09
H: 3.30 4.03 1.86  0.08
H: 0.88 5.07 -2.16  0.09
H: -3.76 0.81 -2.17  0.11

=====

2.
This record from the OMol25 dataset describes one molecule with the formula C21H19NO7 in a non-equilibrium geometry. The level of theory is the ωB97M-V functional and the def2-TZVPD basis.

Properties
Relative energy (zero: lowest compared OMol25 entry of this formula, charge and spin) = 0.000 eV
Frontier orbital gap = 0.3474 hartree
Multiplicity = 1

Each line ends with the Löwdin charge.
CARTESIAN COORDINATES (ANGSTROEM)
O: 1.55 -3.27 -3.49  0.12
O: 0.51 1.57 0.68  0.13
O: -4.95 0.61 -0.61  0.16
O: -1.20 -2.12 -1.97  0.04
O: -3.33 2.14 -0.68  0.10
O: -0.29 -0.44 1.37  0.02
O: -1.96 -0.04 -2.33  0.13
N: -1.66 1.03 0.39  0.04
C: -2.79 0.13 0.40  -0.14
C: -3.84 0.95 -0.36  -0.44
C: -0.55 -2.19 -3.24  -0.06
C: 0.61 0.41 4.01  -0.03
C: 1.03 1.22 5.05  -0.08
C: 1.22 0.11 -2.37  -0.01
C: 1.48 0.10 2.97  -0.21
C: 1.66 -1.21 -2.35  -0.15
C: 2.77 0.62 2.98  -0.03
C: 2.83 -1.53 -1.67  -0.02
C: -0.39 0.78 0.80  -0.52
C: 1.96 1.09 -1.73  -0.08
C: -1.88 -1.03 -1.65  -0.46
C: 3.11 0.76 -1.04  -0.08
C: 2.32 1.73 5.06  -0.09
C: -1.97 2.24 -0.34  -0.11
C: 3.19 1.42 4.03  -0.08
C: 3.55 -0.55 -1.01  -0.09
C: -2.55 -1.22 -0.30  0.00
C: 0.97 -2.31 -3.06  -0.32
C: 1.02 -0.78 1.84  -0.09
H: 0.35 1.45 5.85  0.10
H: -1.80 3.13 0.28  0.15
H: -0.91 -3.09 -3.74  0.14
H: 2.64 2.36 5.88  0.10
H: -3.53 -1.68 -0.47  0.15
H: -1.37 2.31 -1.26  0.14
H: 1.73 -0.72 1.00  0.11
H: 4.45 -0.81 -0.47  0.11
H: 0.93 -1.82 2.17  0.14
H: -0.81 -1.30 -3.83  0.13
H: 3.67 1.54 -0.53  0.11
H: 3.44 0.39 2.17  0.11
H: 1.63 2.12 -1.76  0.11
H: 3.17 -2.56 -1.66  0.12
H: 4.19 1.82 4.03  0.10
H: 0.33 0.39 -2.91  0.11
H: -1.94 -1.88 0.31  0.12
H: -3.14 -0.06 1.42  0.17
H: -0.39 0.01 4.00  0.12

=====

3.
This record from the OMol25 dataset describes C21H20BrN4O6STc as an isolated structure. The level of theory is the ωB97M-V functional and the def2-TZVPD basis.

Properties
Frontier orbital gap (alpha / beta) = 0.2395 / 0.2290 hartree
Charge = +1
Expectation value of S² = 0.997
Multiplicity = 2

Each line ends with the Löwdin charge.
CARTESIAN COORDINATES (ANGSTROEM)
Tc: 0.29 -0.15 0.35  1.66
Br: 0.44 5.06 5.46  0.78
S: -0.53 -2.82 1.02  0.50
O: 0.73 -2.53 0.29  -0.42
O: 3.12 -1.85 -0.15  0.01
O: -1.19 -1.46 1.04  -0.43
O: 0.93 0.07 2.15  -0.23
O: 0.76 2.77 -0.04  -0.02
O: -1.34 -3.87 0.51  -0.24
N: 1.45 1.59 -0.15  -0.04
N: -0.91 1.27 0.40  -0.10
N: -0.68 -0.45 -1.55  -0.01
N: 2.55 -0.63 -0.20  -0.03
C: 0.59 3.51 4.40  -0.69
C: 0.80 1.22 2.84  -0.30
C: 0.19 2.37 2.31  -0.09
C: -1.91 1.34 -0.61  -0.18
C: -1.39 -1.51 -3.57  -0.01
C: 3.36 0.34 -0.40  -0.23
C: -0.33 2.48 0.90  -0.25
C: 1.19 2.37 4.92  -0.10
C: -3.77 1.23 -2.70  -0.01
C: 3.47 2.94 -0.48  0.03
C: 0.09 3.51 3.11  -0.07
C: -3.90 2.14 -1.69  -0.04
C: -2.46 -0.67 -3.68  0.03
C: -0.09 -3.16 2.69  -0.11
C: -1.76 0.39 -1.64  -0.15
C: 4.83 0.22 -0.59  0.02
C: -0.51 -1.37 -2.47  -0.08
C: 2.71 1.67 -0.36  -0.21
C: -2.97 2.20 -0.63  0.02
C: -2.68 0.32 -2.69  -0.13
C: 1.30 1.24 4.14  0.01
H: -3.12 2.92 0.17  0.12
H: 5.14 -0.82 -0.60  0.09
H: -3.15 -0.77 -4.50  0.13
H: -1.01 -3.32 3.25  0.08
H: 2.35 -2.44 0.04  0.06
H: 5.12 0.68 -1.53  0.10
H: 0.33 -2.04 -2.34  0.12
H: 3.93 3.17 0.48  0.12
H: -0.99 3.34 0.79  0.15
H: -4.50 1.18 -3.50  0.12
H: 0.51 -4.07 2.70  0.08
H: 1.58 2.38 5.93  0.11
H: 2.82 3.76 -0.76  0.09
H: -0.38 4.40 2.72  0.11
H: 0.46 -2.31 3.08  0.06
H: 5.35 0.74 0.21  0.11
H: -1.20 -2.29 -4.29  0.12
H: 4.27 2.83 -1.22  0.09
H: -4.73 2.83 -1.69  0.12
H: 1.76 0.34 4.53  0.12

=====

4.
This record from the OMol25 dataset describes one molecule with the formula C21H20Cl2N4O in a non-equilibrium geometry. The level of theory is the ωB97M-V functional and the def2-TZVPD basis.

Properties
Relative energy (zero: lowest compared OMol25 entry of this formula, charge and spin) = 3.631 eV
Frontier orbital gap = 0.2359 hartree
Multiplicity = 1

Each line ends with the Löwdin charge.
CARTESIAN COORDINATES (ANGSTROEM)
Cl: 3.11 -5.84 2.49  0.66
Cl: -0.15 -5.34 1.36  0.71
O: 2.32 1.08 0.91  0.06
N: -1.93 3.49 6.43  0.17
N: 0.43 -2.20 -2.51  0.12
N: -1.65 2.38 -3.71  0.14
N: 0.58 -0.04 0.10  0.13
C: -1.04 2.35 4.31  -0.21
C: 0.66 -0.95 -2.05  -0.29
C: 0.16 0.23 -2.65  -0.09
C: 1.82 -2.15 -0.05  -0.21
C: 0.33 1.28 2.08  -0.15
C: 0.96 1.57 3.23  -0.01
C: 1.10 -4.23 1.11  -0.67
C: -1.52 2.99 5.46  -0.19
C: -1.34 1.27 -4.40  -0.38
C: -1.06 1.55 2.02  0.06
C: 1.10 0.90 0.93  -0.41
C: 1.40 -0.86 -0.74  -0.25
C: -1.77 2.13 3.11  -0.16
C: 3.29 -3.51 1.29  -0.11
C: 0.30 2.12 4.35  -0.01
C: 2.40 -4.46 1.66  -0.67
C: -1.91 1.05 -5.78  -0.04
C: 0.82 -3.06 0.30  -0.05
C: -0.57 0.22 -3.86  -0.11
C: 3.10 -2.29 0.44  0.04
C: -3.24 2.47 2.93  -0.04
H: 1.05 -2.96 -2.35  0.09
H: 2.06 1.32 3.41  0.15
H: 0.45 1.19 -2.26  0.10
H: -1.51 1.26 1.15  0.08
H: -1.75 1.94 -6.28  0.06
H: -3.78 2.29 3.87  0.08
H: -1.31 2.43 -2.86  0.02
H: -3.46 3.55 2.59  0.12
H: -2.91 0.67 -5.84  0.09
H: -0.17 -2.73 0.00  0.11
H: -0.35 -2.30 -3.19  0.12
H: 0.93 2.26 5.26  0.14
H: -0.39 -0.19 0.10  0.13
H: -1.26 0.37 -6.19  0.04
H: -3.63 1.83 2.16  0.06
H: 4.29 -3.73 1.52  0.07
H: 2.31 -0.41 -1.04  0.14
H: -1.82 3.17 -4.32  0.11
H: 3.92 -1.55 0.12  0.15
H: -0.39 -0.58 -4.62  0.10

=====

5.
This record from the OMol25 dataset describes C21H20Cl3CuN2O3 as an isolated structure. The level of theory is the ωB97M-V functional and the def2-TZVPD basis.

Properties
Relative energy (zero: lowest compared OMol25 entry of this formula, charge and spin) = 0.021 eV
Frontier orbital gap (alpha / beta) = 0.2432 / 0.2737 hartree
Charge = -1
Expectation value of S² = 0.763
Multiplicity = 2

Each line ends with the Löwdin charge.
CARTESIAN COORDINATES (ANGSTROEM)
Cu: 0.70 -1.41 -0.82  0.41
Cl: -3.62 -2.10 1.12  0.69
Cl: 0.70 2.43 4.81  0.59
Cl: -4.40 -6.50 -1.89  0.60
O: -1.24 -1.73 -0.55  -0.10
O: -0.18 1.03 0.04  0.08
O: 0.25 -2.37 -2.88  0.00
N: 3.59 -0.67 -1.65  -0.04
N: 1.74 2.25 -0.07  0.08
C: -3.10 -3.12 -0.18  -0.57
C: 2.50 -0.91 -1.35  -0.32
C: -0.21 3.19 1.04  -0.10
C: 0.85 1.05 3.73  -0.69
C: 1.10 -1.13 1.99  -0.31
C: 2.07 0.79 3.13  -0.13
C: -1.90 -2.75 -0.89  -0.38
C: 1.85 2.34 -1.53  -0.19
C: -2.33 -4.77 -2.26  -0.09
C: -0.25 0.24 3.48  -0.12
C: 1.26 3.67 -2.02  -0.19
C: -0.16 4.38 0.06  -0.18
C: -0.47 -3.35 -2.88  -0.20
C: -1.57 -3.63 -1.96  -0.12
C: -3.44 -5.08 -1.53  -0.68
C: -3.83 -4.24 -0.48  -0.14
C: 1.23 -2.22 1.03  -0.11
C: -0.13 4.01 -1.44  -0.19
C: 2.19 -0.29 2.27  -0.05
C: -0.12 -0.83 2.62  -0.04
C: 0.45 2.02 0.35  -0.50
H: -0.81 3.17 -1.63  0.12
H: 0.51 -3.03 1.15  0.06
H: -0.52 4.86 -2.01  0.10
H: 2.92 1.43 3.32  0.10
H: -0.32 -4.13 -3.65  0.12
H: 2.25 -2.58 0.90  0.05
H: 2.90 2.22 -1.83  0.10
H: -2.03 -5.41 -3.08  0.11
H: -0.99 -1.44 2.40  0.09
H: -4.72 -4.47 0.10  0.10
H: -1.02 5.03 0.25  0.10
H: 3.13 -0.47 1.76  0.11
H: 0.28 3.44 1.98  0.09
H: 1.21 3.66 -3.11  0.11
H: 2.13 3.08 0.37  0.12
H: 0.72 5.00 0.27  0.10
H: -1.20 0.47 3.95  0.10
H: 1.95 4.49 -1.75  0.11
H: -1.24 2.90 1.28  0.12
H: 1.32 1.50 -1.95  0.10

=====

- Number 1 is which compound?
  C21H19N5O5S

=====

Please write out number 5 again, unchanged.
This record from the OMol25 dataset describes C21H20Cl3CuN2O3 as an isolated structure. The level of theory is the ωB97M-V functional and the def2-TZVPD basis.

Properties
Relative energy (zero: lowest compared OMol25 entry of this formula, charge and spin) = 0.021 eV
Frontier orbital gap (alpha / beta) = 0.2432 / 0.2737 hartree
Charge = -1
Expectation value of S² = 0.763
Multiplicity = 2

Each line ends with the Löwdin charge.
CARTESIAN COORDINATES (ANGSTROEM)
Cu: 0.70 -1.41 -0.82  0.41
Cl: -3.62 -2.10 1.12  0.69
Cl: 0.70 2.43 4.81  0.59
Cl: -4.40 -6.50 -1.89  0.60
O: -1.24 -1.73 -0.55  -0.10
O: -0.18 1.03 0.04  0.08
O: 0.25 -2.37 -2.88  0.00
N: 3.59 -0.67 -1.65  -0.04
N: 1.74 2.25 -0.07  0.08
C: -3.10 -3.12 -0.18  -0.57
C: 2.50 -0.91 -1.35  -0.32
C: -0.21 3.19 1.04  -0.10
C: 0.85 1.05 3.73  -0.69
C: 1.10 -1.13 1.99  -0.31
C: 2.07 0.79 3.13  -0.13
C: -1.90 -2.75 -0.89  -0.38
C: 1.85 2.34 -1.53  -0.19
C: -2.33 -4.77 -2.26  -0.09
C: -0.25 0.24 3.48  -0.12
C: 1.26 3.67 -2.02  -0.19
C: -0.16 4.38 0.06  -0.18
C: -0.47 -3.35 -2.88  -0.20
C: -1.57 -3.63 -1.96  -0.12
C: -3.44 -5.08 -1.53  -0.68
C: -3.83 -4.24 -0.48  -0.14
C: 1.23 -2.22 1.03  -0.11
C: -0.13 4.01 -1.44  -0.19
C: 2.19 -0.29 2.27  -0.05
C: -0.12 -0.83 2.62  -0.04
C: 0.45 2.02 0.35  -0.50
H: -0.81 3.17 -1.63  0.12
H: 0.51 -3.03 1.15  0.06
H: -0.52 4.86 -2.01  0.10
H: 2.92 1.43 3.32  0.10
H: -0.32 -4.13 -3.65  0.12
H: 2.25 -2.58 0.90  0.05
H: 2.90 2.22 -1.83  0.10
H: -2.03 -5.41 -3.08  0.11
H: -0.99 -1.44 2.40  0.09
H: -4.72 -4.47 0.10  0.10
H: -1.02 5.03 0.25  0.10
H: 3.13 -0.47 1.76  0.11
H: 0.28 3.44 1.98  0.09
H: 1.21 3.66 -3.11  0.11
H: 2.13 3.08 0.37  0.12
H: 0.72 5.00 0.27  0.10
H: -1.20 0.47 3.95  0.10
H: 1.95 4.49 -1.75  0.11
H: -1.24 2.90 1.28  0.12
H: 1.32 1.50 -1.95  0.10